Entry 1:
{
  "formula": "C3H4N2O3",
  "method": "the ωB97M-V functional and the def2-TZVPD basis",
  "species": ["C", "C", "C", "H", "H", "H", "H", "N", "N", "O", "O", "O"],
  "positions_angstrom": [[0.793, 0.255, -1.014], [0.813, 0.936, 0.189], [-0.883, -0.542, 0.123], [2.266, 0.934, -2.013], [1.376, 1.796, 0.636], [-1.437, 0.028, 2.194], [-1.688, -2.241, -0.444], [-0.229, 0.229, 0.885], [-0.390, -0.546, -1.074], [1.575, 0.343, -2.139], [-0.436, 0.295, 2.303], [-1.761, -1.486, 0.356]],
  "lumo_ha": 0.0158,
  "e_homo_ev": -8.432,
  "gap_ev": 8.86,
  "charge": 0,
  "fmax_ha_per_bohr": 0.1129,
  "total_energy_ev": -12294.74218,
  "e_above_lowest_kcal_mol": 98.1,
  "smiles": "Oc1cn(O)c(O)n1"
}

***

Entry 2:
{
  "formula": "C3H4N2O3",
  "method": "the ωB97M-V functional and the def2-TZVPD basis",
  "species": ["C", "C", "C", "N", "N", "O", "O", "O", "H", "H", "H", "H"],
  "positions_angstrom": [[-0.285, 1.538, 0.324], [-1.588, 1.198, 0.366], [0.852, 1.761, 0.666], [-0.581, -1.430, -0.410], [-2.178, 0.072, -0.027], [-1.654, -0.867, -1.045], [-3.308, -0.171, 0.326], [0.567, -1.034, -1.096], [-0.499, -2.393, -0.703], [-2.190, 1.604, 1.108], [1.632, 2.489, 0.610], [0.675, -0.111, -0.639]],
  "lumo_ha": [-0.0230, -0.0229],
  "e_homo_ev": [-9.168, -9.167],
  "gap_ev": [8.54, 8.54],
  "charge": 0,
  "fmax_ha_per_bohr": 0.0741,
  "total_energy_ev": -12288.96457,
  "e_above_lowest_kcal_mol": 231.3,
  "smiles": "C#C/C=[N+](/[O-])ONO"
}

***

Entry 3:
{
  "formula": "C3H4N2O4",
  "method": "the ωB97M-V functional and the def2-TZVPD basis",
  "species": ["C", "C", "C", "N", "O", "O", "N", "O", "O", "H", "H", "H", "H"],
  "positions_angstrom": [[0.153, -1.398, -0.094], [0.455, 0.849, -0.432], [-1.459, 0.304, -0.297], [0.666, -1.624, 1.122], [-1.520, -0.708, 0.420], [0.857, 1.280, 0.808], [-2.142, 1.020, -1.031], [0.211, -1.886, -1.155], [0.912, 1.311, -1.442], [1.523, 1.981, 0.679], [1.602, -2.009, 1.113], [0.470, -0.924, 1.823], [-1.728, 1.804, -1.515]],
  "lumo_ha": -0.0284,
  "e_homo_ev": -8.892,
  "gap_ev": 8.12,
  "charge": 0,
  "fmax_ha_per_bohr": 0.0478,
  "total_energy_ev": -14343.25020,
  "e_above_lowest_kcal_mol": 79.4
}

***

Entry 4:
{
  "formula": "C3H4N2O5S",
  "method": "the ωB97M-V functional and the def2-TZVPD basis",
  "species": ["C", "C", "C", "N", "N", "O", "O", "O", "O", "O", "S", "H", "H", "H", "H"],
  "positions_angstrom": [[1.255, -0.575, -0.604], [0.782, 1.635, -1.590], [1.630, 0.926, -0.576], [-2.524, -1.781, 0.876], [-1.927, -1.701, 1.884], [2.093, -1.443, -0.603], [1.182, 2.380, -2.445], [-1.269, 0.854, 0.880], [-0.013, -0.879, -0.459], [-0.547, 1.369, -1.468], [-1.358, 0.249, -0.402], [1.448, 1.308, 0.336], [2.620, 0.926, -0.982], [-2.273, -2.242, 2.795], [-1.099, -1.027, 2.358]],
  "lumo_ha": 0.0019,
  "e_homo_ev": -9.368,
  "gap_ev": 9.42,
  "charge": 0,
  "fmax_ha_per_bohr": 0.1199,
  "total_energy_ev": -27224.88932,
  "e_above_lowest_kcal_mol": 24.2
}

***

Entry 5:
{
  "formula": "C3H4N2OS",
  "method": "the ωB97M-V functional and the def2-TZVPD basis",
  "species": ["C", "C", "C", "H", "H", "H", "H", "N", "N", "O", "S"],
  "positions_angstrom": [[-0.213, -0.634, -0.702], [0.794, -0.543, 1.123], [-0.206, 0.432, 1.200], [0.333, -0.995, -2.817], [-1.074, -0.067, -2.374], [1.509, -0.986, 1.898], [-0.110, 2.744, 1.389], [-0.508, -0.838, -2.055], [0.673, -1.280, -0.042], [-0.791, 0.474, -0.053], [-0.407, 1.692, 2.431]],
  "lumo_ha": 0.0146,
  "e_homo_ev": -8.298,
  "gap_ev": 8.69,
  "charge": 0,
  "fmax_ha_per_bohr": 0.0819,
  "total_energy_ev": -19037.26527,
  "e_above_lowest_kcal_mol": 41.1,
  "smiles": "Nc1ncc(S)o1"
}

***

Entry 6:
{
  "formula": "C3H4N2OS",
  "method": "the ωB97M-V functional and the def2-TZVPD basis",
  "species": ["C", "C", "C", "H", "H", "H", "H", "N", "N", "O", "S"],
  "positions_angstrom": [[-0.335, -0.556, -0.801], [0.805, -0.779, -0.147], [-0.220, 1.012, 0.794], [-0.248, -2.255, -2.347], [1.562, -1.549, -0.279], [1.610, 0.330, 1.534], [-1.367, 2.387, 1.260], [0.875, 0.201, 0.849], [-0.500, 1.982, 1.546], [-1.006, 0.522, -0.257], [-1.176, -1.296, -2.151]],
  "lumo_ha": 0.0208,
  "e_homo_ev": -7.816,
  "gap_ev": 8.38,
  "charge": 0,
  "fmax_ha_per_bohr": 0.0140,
  "total_energy_ev": -19037.96113,
  "e_above_lowest_kcal_mol": 25.1,
  "smiles": "[H]/N=c1/[nH]cc(S)o1"
}